Entry 1:
66
Properties=species:S:1:pos:R:3:nbo_charge:R:1 method="wB97M-V/def2-TZVPD" spin_multiplicity=1 e_above_lowest_kcal_mol=26.93 charge=0 max_force_ev_per_a=1.2
C 0.8987 4.0950 4.2377 -0.252
O 0.1348 3.7723 3.1015 -0.491
C 0.4884 2.6770 2.3709 0.290
C -0.3200 2.3836 1.2731 -0.229
C -0.0523 1.2981 0.4671 -0.231
C 1.0485 0.4787 0.7197 0.093
N 1.3657 -0.5735 -0.1490 -0.681
C 1.8718 -1.8299 0.3535 -0.321
C 0.8486 -2.6041 1.2005 0.671
O 1.1850 -3.2490 2.1739 -0.633
N -0.4029 -2.5119 0.7368 -0.640
C -1.5456 -3.1712 1.3416 -0.048
C -2.2099 -2.2475 2.3724 -0.411
C -2.5932 -0.8511 1.8886 -0.407
C -3.6039 -0.7861 0.7428 -0.403
C -4.8576 -1.6437 0.9626 -0.407
C -4.8934 -2.9524 0.1706 -0.384
C -3.8818 -4.0321 0.5631 -0.403
C -2.4295 -3.6999 0.2013 -0.410
S 0.7339 -0.5830 -1.7051 2.346
O 1.5070 -1.5450 -2.4344 -0.935
O -0.6936 -0.7945 -1.6813 -0.955
C 1.1234 1.0308 -2.2703 -0.498
C 0.3159 2.0712 -2.7785 0.192
C -1.1559 2.0747 -2.9714 -0.657
N 1.0778 3.1059 -3.0786 -0.273
N 2.3360 2.7692 -2.7833 -0.148
C 3.3996 3.7055 -3.0030 -0.411
C 2.4218 1.5181 -2.2959 0.240
C 3.6818 0.8602 -1.8825 -0.665
C 1.8460 0.7668 1.8223 -0.168
C 1.5693 1.8471 2.6422 -0.307
H 0.8820 3.2876 4.9768 0.177
H 1.9364 4.3250 3.9738 0.174
H 0.4322 4.9818 4.6637 0.202
H -1.1711 3.0160 1.0782 0.227
H -0.7149 1.0684 -0.3491 0.236
H 2.1168 -2.4335 -0.5246 0.264
H 2.7828 -1.6894 0.9395 0.223
H -0.5999 -1.9418 -0.0756 0.420
H -1.1456 -4.0240 1.9052 0.224
H -3.0815 -2.7524 2.7865 0.200
H -1.4925 -2.1254 3.1884 0.222
H -1.6904 -0.3159 1.5873 0.213
H -3.0101 -0.3168 2.7478 0.202
H -3.1229 -1.0580 -0.1956 0.199
H -3.9027 0.2610 0.6441 0.205
H -4.9793 -1.8546 2.0264 0.194
H -5.7338 -1.0673 0.6543 0.206
H -4.7616 -2.7222 -0.8896 0.192
H -5.8939 -3.3800 0.2860 0.203
H -3.9681 -4.2594 1.6260 0.198
H -4.1664 -4.9395 0.0246 0.210
H -2.4233 -2.9788 -0.6170 0.202
H -1.9429 -4.6012 -0.1792 0.215
H -1.3983 2.4263 -3.9715 0.237
H -1.5475 1.0719 -2.8269 0.246
H -1.6225 2.7516 -2.2569 0.228
H 3.9366 3.9010 -2.0738 0.210
H 2.9498 4.6269 -3.3656 0.244
H 4.1005 3.3275 -3.7497 0.209
H 4.5037 1.1496 -2.5344 0.228
H 3.5459 -0.2171 -1.9295 0.257
H 3.9379 1.1361 -0.8588 0.235
H 2.6921 0.1425 2.0592 0.212
H 2.2110 2.0263 3.4903 0.222

Entry 2:
16
Properties=species:S:1:pos:R:3:nbo_charge:R:1 method="wB97M-V/def2-TZVPD" spin_multiplicity=1 e_above_lowest_kcal_mol=95.21 charge=0 max_force_ev_per_a=4.5
C 0.3484 0.7585 0.7686 -0.051
C -0.2542 0.0586 -0.4823 -0.255
C 0.4517 0.7116 -1.6446 -0.627
C 0.1980 -1.4379 -0.2428 -0.627
O -0.1758 0.2019 1.9022 -0.763
P -1.5994 0.6232 2.5407 0.754
S -2.0161 0.1323 -0.7226 -0.009
H 1.3719 0.6927 0.8031 0.196
H 0.0082 1.7994 0.7804 0.169
H 1.4584 0.1432 -1.9412 0.214
H 0.7592 1.7974 -1.5563 0.229
H -0.1412 0.5590 -2.5509 0.229
H -0.2143 -2.0486 0.5173 0.227
H 1.2394 -1.5670 -0.2104 0.201
H 0.1149 -1.8855 -1.1999 0.211
H -1.5491 -0.5388 3.2386 -0.097

Entry 3:
100
Properties=species:S:1:pos:R:3:lowdin_charge:R:1 method="wB97M-V/def2-TZVPD" spin_multiplicity=1 e_tot_ev=-143213.0122 charge=-1 max_force_ev_per_a=5.9
Hg -33.1189 -19.6215 -11.3327 1.255
P -34.4276 -18.9860 -13.3839 0.073
O -32.8507 -18.6545 -13.3322 -0.505
O -34.9405 -18.3730 -12.0236 -0.476
O -34.2661 -20.5112 -13.0420 -0.487
O -35.2136 -18.7261 -14.7598 -0.412
C -34.4682 -16.5286 -16.4518 -0.162
C -33.1494 -16.2117 -15.8054 -0.285
O -32.7491 -14.9756 -16.2086 -0.186
S -33.2604 -14.6699 -17.7672 0.756
O -32.2256 -15.1190 -18.7153 -0.265
O -33.8801 -13.3193 -17.8973 -0.273
O -34.4062 -15.8267 -17.7318 -0.203
H -35.1834 -16.1229 -15.7364 0.101
H -34.5648 -17.6129 -16.5077 0.109
H -32.4450 -16.9534 -16.1818 0.133
H -33.2882 -16.3716 -14.7362 0.104
C -38.3724 -19.1014 -13.1179 -0.243
C -37.8008 -18.9557 -11.6782 -0.199
O -38.8705 -18.7025 -10.8432 -0.203
S -40.2676 -18.5413 -11.7099 0.717
O -40.9455 -17.3493 -11.2175 -0.247
O -40.9429 -19.8222 -11.7425 -0.237
O -39.5037 -18.3887 -13.1270 -0.191
H -38.4703 -20.1064 -13.5284 0.130
H -37.7325 -18.5439 -13.8019 0.108
H -37.3724 -17.9538 -11.7079 0.096
H -37.1048 -19.7821 -11.5341 0.134
C -37.7956 -18.4842 -17.0989 -0.219
C -38.4880 -17.2910 -16.4109 -0.146
O -39.7832 -17.7661 -16.0146 -0.190
S -40.1559 -19.1147 -16.7167 0.768
O -41.4326 -19.0906 -17.4553 -0.251
O -39.8980 -20.3405 -15.8166 -0.295
O -38.8412 -19.0876 -17.7470 -0.186
H -37.2771 -18.9566 -16.2646 0.096
H -37.2746 -18.0529 -17.9537 0.150
H -38.5956 -16.4072 -17.0398 0.133
H -37.8445 -16.9383 -15.6048 0.106
C -35.6077 -22.5125 -15.3156 -0.175
C -35.8397 -21.4381 -16.3395 -0.158
O -35.6975 -22.1563 -17.5729 -0.221
S -34.7238 -23.4880 -17.6081 0.699
O -33.3545 -23.0744 -17.8469 -0.262
O -35.2982 -24.5439 -18.3419 -0.218
O -34.9646 -23.6209 -15.9504 -0.216
H -36.5249 -22.7647 -14.7835 0.129
H -34.9273 -22.2014 -14.5229 0.096
H -35.1199 -20.6308 -16.2041 0.106
H -36.8377 -20.9999 -16.3432 0.112
C -30.2168 -16.8748 -14.0733 -0.072
C -29.5524 -17.2635 -15.2050 -0.092
C -29.0987 -16.3210 -16.1051 0.024
C -29.2262 -14.9341 -15.7522 -0.157
C -29.7948 -14.5106 -14.5881 -0.002
C -30.3609 -15.5025 -13.7667 -0.027
N -28.4529 -13.9601 -16.4939 -0.339
O -28.6429 -12.7502 -16.3831 0.064
O -27.6501 -14.4239 -17.3104 0.048
H -30.4482 -17.7244 -13.4480 0.086
H -29.4039 -18.3151 -15.4010 0.099
H -28.5551 -16.6992 -16.9582 0.114
H -29.6505 -13.4604 -14.3816 0.123
H -30.8497 -15.1381 -12.8752 0.108
O -33.9368 -13.2264 -11.6957 0.088
C -34.9535 -13.7200 -12.1531 -0.496
O -36.1240 -13.3764 -11.7048 0.063
C -37.1563 -14.1551 -12.2924 -0.124
C -36.4486 -15.3101 -13.1664 -0.104
C -34.9656 -14.8332 -13.1908 -0.051
H -37.8298 -13.6060 -12.9505 0.113
H -37.8586 -14.6422 -11.6158 0.114
H -37.0103 -15.4480 -14.0903 0.090
H -36.4106 -16.2378 -12.5954 0.073
H -34.5596 -14.6385 -14.1834 0.106
H -34.4243 -15.7226 -12.8681 0.109
O -33.6716 -18.5304 -9.3478 0.034
C -34.5836 -18.6724 -8.5757 -0.526
O -34.8537 -19.7362 -7.9034 0.078
C -35.9801 -19.5896 -6.9922 -0.106
C -36.7228 -18.4468 -7.6009 -0.147
C -35.5735 -17.6747 -8.1632 -0.081
H -35.7323 -19.2870 -5.9748 0.134
H -36.4777 -20.5571 -7.0593 0.136
H -37.2872 -17.9374 -6.8199 0.126
H -37.4059 -18.6356 -8.4290 0.119
H -35.0699 -16.9338 -7.5422 0.147
H -35.9162 -17.1026 -9.0254 0.139
O -31.4701 -21.3077 -11.6948 0.007
C -30.9064 -21.6659 -12.7232 -0.385
O -30.0567 -22.7140 -12.7566 0.039
C -29.4196 -22.8543 -13.9780 -0.186
C -30.2318 -22.0308 -15.0219 -0.102
C -30.9832 -20.9761 -14.1004 -0.038
H -29.4629 -23.9324 -14.1326 0.124
H -28.3603 -22.6019 -13.9319 0.121
H -30.9806 -22.6669 -15.4939 0.104
H -29.5553 -21.7823 -15.8396 0.108
H -31.9651 -20.7174 -14.4968 0.106
H -30.5224 -19.9970 -14.2314 0.092

Entry 4:
164
Properties=species:S:1:pos:R:3:lowdin_charge:R:1 method="wB97M-V/def2-TZVPD" spin_multiplicity=1 e_tot_ev=-99672.4302 charge=0 max_force_ev_per_a=3.1
O 1.4853 2.0296 5.0844 0.170
C 1.1494 2.2573 3.9804 -0.626
O 0.7351 1.4171 3.0969 0.084
C 0.5986 2.0633 1.8042 0.005
C 0.4944 3.5472 2.2753 -0.280
F -0.8123 3.7456 2.5649 0.065
O 1.1823 3.5619 3.5156 0.123
H 1.5060 1.7886 1.2385 0.109
H -0.2098 1.6669 1.2271 0.120
H 1.0354 4.1907 1.5769 0.154
O -5.1222 -1.0569 2.0371 0.147
C -4.7796 -0.0072 1.5575 -0.572
O -3.5153 0.3004 1.3143 0.089
C -3.4492 1.6257 0.8185 -0.067
C -4.8706 2.0302 0.6837 -0.256
F -5.1611 2.0635 -0.6956 0.013
O -5.6186 0.9725 1.1963 0.160
H -2.8551 2.3350 1.4706 0.150
H -3.0965 1.7339 -0.1963 0.120
H -5.1623 3.0149 0.9982 0.138
C 2.4997 1.7411 -5.2649 -0.088
O 1.1871 1.3256 -4.8782 -0.210
C 0.2315 1.1499 -5.8959 -0.195
C 0.4583 -0.0958 -6.7690 -0.213
O 0.1179 -1.2698 -6.0735 -0.198
C 0.3074 -2.3912 -6.8892 -0.113
H 2.3817 2.6518 -5.8334 0.077
H 3.0915 1.0005 -5.8418 0.089
H 3.0969 2.0537 -4.3698 0.089
H 0.1417 2.0997 -6.5086 0.143
H -0.7526 1.0255 -5.4673 0.094
H 1.5052 -0.1103 -7.0705 0.116
H -0.1972 0.0893 -7.6148 0.126
H -0.0434 -2.2687 -7.9424 0.100
H -0.1620 -3.2052 -6.4251 0.067
H 1.4148 -2.5726 -7.0128 0.104
C 3.5567 2.9144 -0.1077 -0.102
O 2.7026 4.0189 -0.3670 -0.167
C 1.8338 3.5822 -1.4112 -0.194
C 0.6325 4.5270 -1.5380 -0.175
O -0.2859 4.0328 -0.5674 -0.206
C -1.4062 4.9646 -0.5761 -0.055
H 3.1484 2.0646 0.4428 0.052
H 4.4105 3.2971 0.3948 0.078
H 3.9025 2.4823 -1.0791 0.105
H 1.5798 2.5714 -1.0933 0.103
H 2.3917 3.4308 -2.3167 0.107
H 0.3069 4.3967 -2.5819 0.124
H 0.9561 5.5157 -1.2657 0.125
H -1.7758 4.9995 -1.5967 0.078
H -1.0288 5.9398 -0.2581 0.094
H -2.1891 4.6747 0.1466 0.070
C 3.7774 0.1608 3.6490 -0.113
O 5.1047 -0.2307 3.5666 -0.185
C 6.0244 0.7422 4.0136 -0.198
C 6.2178 1.9351 3.0869 -0.195
O 6.8085 1.7380 1.8068 -0.178
C 8.1190 1.3559 1.8105 -0.144
H 3.5882 0.6049 4.6388 0.097
H 3.2309 -0.7687 3.4554 0.100
H 3.6088 0.8122 2.7960 0.071
H 6.8962 0.1770 4.2556 0.111
H 5.6626 1.2828 4.9746 0.151
H 6.7060 2.8173 3.6489 0.154
H 5.2946 2.3342 2.8478 0.080
H 8.6452 1.9910 2.4988 0.082
H 8.5151 1.4925 0.8303 0.080
H 8.2910 0.3002 2.1078 0.099
C -1.5722 -3.8701 -2.3768 -0.089
O -2.9142 -3.3956 -2.2103 -0.219
C -3.2693 -3.1369 -0.8450 -0.173
C -4.7545 -2.8454 -0.8369 -0.204
O -5.0644 -1.4815 -1.1072 -0.203
C -6.4455 -1.2693 -0.9548 -0.116
H -1.5480 -4.3329 -3.3633 0.088
H -1.3227 -4.6323 -1.6994 0.055
H -0.7916 -3.0866 -2.2488 0.089
H -2.6370 -2.2721 -0.4813 0.129
H -3.0683 -4.1311 -0.3476 0.140
H -5.1167 -3.0160 0.1824 0.116
H -5.2593 -3.5884 -1.4674 0.134
H -7.0965 -1.8921 -1.6039 0.096
H -6.5009 -0.1686 -1.1278 0.094
H -6.6912 -1.5318 0.1109 0.094
C -2.2967 3.2589 -4.1994 -0.101
O -3.5375 3.1389 -3.4688 -0.192
C -4.5088 2.2509 -4.0122 -0.207
C -4.3679 0.7740 -3.9533 -0.215
O -3.3608 0.3667 -4.8467 -0.216
C -3.0408 -1.0228 -4.8920 -0.059
H -2.2354 2.8882 -5.2612 0.095
H -1.5355 2.6982 -3.6678 0.056
H -1.9524 4.3310 -4.0954 0.091
H -4.5097 2.5202 -5.0574 0.118
H -5.4559 2.5456 -3.5077 0.136
H -5.3280 0.3869 -4.2985 0.134
H -4.1432 0.4380 -2.9604 0.108
H -3.8111 -1.4343 -5.5126 0.077
H -3.1028 -1.4975 -3.9267 0.064
H -2.0684 -1.0440 -5.4807 0.097
C 1.9355 -9.0396 4.1289 -0.118
O 2.1757 -7.7973 4.7677 -0.178
C 1.9199 -6.7401 3.8943 -0.228
C 2.5428 -5.4202 4.4373 -0.181
O 3.9252 -5.6324 4.4838 -0.209
C 4.6582 -5.0053 5.5230 -0.094
H 0.8331 -9.0603 3.9483 0.092
H 2.2229 -9.8907 4.7672 0.087
H 2.4615 -9.1898 3.1433 0.097
H 0.8770 -6.6957 3.6149 0.113
H 2.4421 -6.8400 2.8600 0.138
H 2.3162 -5.1913 5.4868 0.131
H 2.3585 -4.7411 3.6488 0.083
H 4.9950 -5.8028 6.2463 0.103
H 4.1280 -4.1674 6.0019 0.091
H 5.5131 -4.6594 4.9903 0.069
C -4.8044 5.5652 0.6242 -0.108
O -4.1701 4.8970 1.6981 -0.255
C -4.5920 5.3878 2.9726 -0.179
C -3.7026 4.6848 3.9881 -0.163
O -4.0413 3.2421 3.9253 -0.200
C -3.1103 2.5916 4.7815 -0.106
H -4.4369 4.9833 -0.1937 0.070
H -4.6388 6.6612 0.5987 0.100
H -5.9234 5.4353 0.7112 0.109
H -5.6209 5.0106 3.1375 0.137
H -4.5300 6.4957 2.9813 0.134
H -3.9517 5.0568 5.0100 0.133
H -2.6239 4.7843 3.8243 0.110
H -2.0959 2.7858 4.4147 0.074
H -3.4272 1.5257 4.7853 0.105
H -3.2001 2.8972 5.8084 0.077
C -0.3335 -1.8642 2.6972 -0.082
O 0.6970 -2.7509 2.3396 -0.189
C 0.7147 -3.1459 0.9591 -0.178
C 1.9039 -4.0447 0.8494 -0.220
O 2.4125 -3.9499 -0.4759 -0.222
C 3.6580 -4.5750 -0.7360 -0.099
H -1.2839 -2.1893 2.3401 0.077
H -0.2103 -0.9035 2.2177 0.072
H -0.3485 -1.7459 3.7492 0.086
H 0.8775 -2.2618 0.2436 0.131
H -0.1533 -3.7928 0.7145 0.132
H 1.6652 -5.0566 1.0897 0.109
H 2.6313 -3.6959 1.6017 0.123
H 3.6379 -5.5822 -0.2929 0.089
H 4.5400 -4.0775 -0.2799 0.087
H 3.7577 -4.5433 -1.8289 0.094
C -1.2754 0.0064 -1.3582 -0.149
O -0.0933 -0.5915 -1.1168 -0.201
C 0.9128 -0.3412 -2.1177 -0.177
C 2.2406 -0.8058 -1.7087 -0.179
O 2.6337 -0.1905 -0.4572 -0.204
C 3.4997 -1.0348 0.3455 -0.038
H -1.7869 -0.4971 -2.2307 0.101
H -1.1996 1.1016 -1.6384 0.100
H -1.9304 -0.0251 -0.4448 0.082
H 0.8763 0.7526 -2.3759 0.120
H 0.5796 -0.9098 -3.0105 0.135
H 2.9416 -0.5179 -2.4212 0.110
H 2.1860 -1.8958 -1.6073 0.115
H 2.8628 -1.5206 1.0871 0.075
H 4.2166 -0.3620 0.8081 0.079
H 4.0029 -1.7287 -0.3380 0.087

Entry 5:
106
Properties=species:S:1:pos:R:3:lowdin_charge:R:1 method="wB97M-V/def2-TZVPD" spin_multiplicity=1 e_above_lowest_kcal_mol=0.00 charge=+1 max_force_ev_per_a=3.7
Cd -1.5950 -0.4313 0.3305 1.436
C -1.7260 -6.9509 -3.0350 -0.074
C -2.0960 -5.6095 -2.5768 -0.281
C -2.5013 -4.6152 -3.4763 0.010
C -2.7217 -3.3368 -3.0593 -0.119
C -3.0104 -2.4092 -4.1068 0.027
N -3.3336 -1.1456 -3.9272 0.045
C -3.3966 -0.1975 -4.9692 -0.151
C -2.1620 0.7943 -4.9878 -0.125
C -2.0389 2.1518 -4.2687 -0.156
N -2.3290 2.2737 -2.8211 0.076
C -3.3267 3.0989 -2.4927 -0.004
C -3.6480 3.4387 -1.1613 -0.108
C -4.7295 4.3122 -0.8033 0.030
C -5.2073 4.4255 0.4999 -0.263
C -6.3342 5.3821 0.8623 -0.055
C -4.6884 3.5963 1.5090 0.041
C -3.7051 2.6407 1.1633 -0.106
C -3.3857 1.7269 2.2740 -0.089
N -2.7743 0.5676 2.2683 -0.029
C -2.7169 -0.1881 3.5576 -0.233
C -2.7340 -1.6860 3.4208 -0.196
C -1.5814 -2.4411 2.7572 -0.209
N -1.6120 -2.4506 1.2558 -0.059
C -1.6738 -3.5929 0.6123 -0.080
C -1.9784 -3.9067 -0.7723 -0.119
C -1.8156 -5.2265 -1.2559 0.044
C -2.3525 -2.8709 -1.6962 -0.276
O -2.4531 -1.6312 -1.4263 -0.142
C -3.1464 2.5088 -0.1566 -0.266
O -2.2965 1.5662 -0.3921 -0.167
H -2.6463 -7.6479 -3.0703 0.114
H -1.0246 -7.4630 -2.3032 0.099
H -1.2189 -6.9712 -4.0078 0.084
H -2.6855 -4.8507 -4.5381 0.139
H -3.0384 -2.8505 -5.1181 0.151
H -3.2877 -0.8363 -2.9207 0.156
H -4.3434 0.3417 -4.8209 0.132
H -3.3910 -0.7388 -5.9563 0.141
H -2.1019 1.1733 -6.0262 0.119
H -1.1968 0.2975 -4.7776 0.118
H -2.7745 2.9050 -4.7031 0.127
H -1.0098 2.4839 -4.4232 0.126
H -1.9509 1.7717 -1.9380 0.119
H -3.8563 3.6006 -3.3368 0.148
H -5.3301 4.8887 -1.5121 0.130
H -7.3506 4.9254 0.6958 0.100
H -6.1849 6.3630 0.3950 0.082
H -6.3575 5.5933 1.9507 0.081
H -4.9609 3.7102 2.5231 0.109
H -3.5746 2.1390 3.3261 0.148
H -3.5732 0.1549 4.1651 0.113
H -1.8451 0.2074 4.1113 0.130
H -3.6405 -1.9748 2.8908 0.114
H -2.8984 -2.0727 4.4466 0.128
H -1.6605 -3.4577 3.1392 0.106
H -0.5981 -2.0953 3.1102 0.108
H -1.4559 -4.4765 1.2696 0.138
H -1.6452 -6.0428 -0.5470 0.132
C 2.8818 -5.8339 1.7000 -0.075
C 3.0539 -4.6145 2.6089 -0.261
C 4.2189 -4.4829 3.4196 -0.049
C 4.4617 -3.3120 4.1774 -0.063
C 3.4931 -2.2783 4.0711 -0.106
C 2.5046 -2.3291 3.1149 -0.108
C 2.2150 -3.4955 2.4097 -0.056
H 2.6348 -5.5513 0.6721 0.067
H 2.2489 -6.6406 2.1767 0.087
H 3.8586 -6.4032 1.5451 0.088
H 4.8632 -5.3340 3.5683 0.098
H 5.3093 -3.1991 4.8992 0.114
H 3.4503 -1.5360 4.8419 0.093
H 1.8499 -1.4512 2.9898 0.094
H 1.4007 -3.5231 1.7395 0.078
C 6.0771 4.6455 3.6531 -0.060
C 5.3477 4.3861 2.3876 -0.227
C 4.9870 5.4525 1.5915 -0.066
C 4.0627 5.3124 0.5386 -0.087
C 3.5943 4.0669 0.1808 -0.018
C 3.9635 2.9119 0.9541 -0.224
N 3.4629 1.6867 0.5866 0.058
C 3.3600 1.2123 -0.7473 -0.139
C 4.4368 1.1931 -1.6647 -0.020
C 4.2023 1.1128 -3.0370 -0.081
C 2.8940 1.0192 -3.5266 -0.110
C 1.8552 0.8689 -2.6674 -0.070
C 2.0825 0.7710 -1.3128 -0.066
C 0.9026 0.2786 -0.5168 -0.617
O 1.0225 0.1766 0.7316 -0.054
O -0.1374 0.1082 -1.2368 -0.166
C 4.8986 3.0405 2.0046 -0.135
C 5.3374 1.7902 2.7164 -0.047
H 6.9138 5.3793 3.4827 0.101
H 6.4157 3.7685 4.1858 0.061
H 5.4638 5.2278 4.3482 0.086
H 5.3092 6.4431 1.8733 0.107
H 3.6632 6.1534 -0.0354 0.102
H 2.8561 3.9012 -0.6031 0.111
H 2.7355 1.2418 1.1353 0.116
H 5.4767 1.2472 -1.3132 0.120
H 4.9858 1.3463 -3.7646 0.107
H 2.8093 1.0904 -4.5997 0.093
H 0.8396 0.9142 -3.0180 0.091
H 6.3588 1.4237 2.4524 0.097
H 4.7015 0.9563 2.3455 0.072
H 5.3485 1.9867 3.7910 0.068